DFT (ωB97M-V/def2-TZVPD) results for C47H67BHfN8S3Se4SiTe as an isolated structure.

The spin multiplicity is 1. The value obtained for the relative energy (zero: lowest compared OMol25 entry of this formula, charge and spin) is 104.1 kJ/mol. As for the largest force on an atom: 0.7 eV Å⁻¹. The calculation puts the gap between HOMO and LUMO at 0.2287 Ha. The total energy comes out at -372801.79430 eV. Its total charge is 0. Its lowest unoccupied orbital energy is 0.06 eV.

Geometry (Å):
Hf (-0.8821, 0.5878, 0.1001)
C (-1.0673, 3.8527, 4.7533)
C (0.0866, 4.7246, 4.2762)
C (-0.4955, 5.9905, 3.6473)
C (0.9852, 5.0745, 5.4611)
N (0.9452, 4.0549, 3.2489)
C (1.9223, 4.7894, 2.5877)
C (2.5467, 3.9735, 1.7247)
N (1.9938, 2.7149, 1.8723)
B (2.1163, 1.4683, 1.0004)
N (3.0006, 1.6444, -0.2266)
C (4.2799, 2.1655, -0.2404)
C (4.6871, 2.2244, -1.5192)
N (3.6641, 1.7242, -2.3073)
C (2.6332, 1.3561, -1.4992)
S (1.1841, 0.6290, -2.0116)
C (3.7466, 1.5742, -3.7962)
C (5.0312, 2.2395, -4.2817)
C (3.8070, 0.0847, -4.1223)
C (2.5619, 2.2666, -4.4683)
N (2.5798, 0.2664, 1.8494)
C (3.5961, 0.2838, 2.7730)
C (3.7583, -0.9750, 3.2261)
N (2.8113, -1.7665, 2.5914)
C (2.1082, -0.9785, 1.7398)
S (0.8396, -1.4954, 0.6902)
C (2.7082, -3.2489, 2.7420)
C (3.5981, -3.6833, 3.9037)
C (1.2684, -3.6615, 3.0651)
C (3.1975, -3.8949, 1.4480)
C (0.9847, 2.7765, 2.7903)
S (0.0357, 1.4061, 3.1425)
H (-1.6065, 4.4300, 5.5063)
H (-0.7267, 2.9240, 5.2015)
H (-1.7522, 3.6129, 3.9405)
H (-1.1918, 6.4430, 4.3533)
H (-1.0399, 5.7460, 2.7369)
H (0.2677, 6.7311, 3.4112)
H (0.4083, 5.6220, 6.2062)
H (1.8274, 5.6975, 5.1589)
H (1.3749, 4.1672, 5.9240)
H (2.0771, 5.8337, 2.7748)
H (3.3069, 4.1969, 1.0016)
H (1.0179, 1.2038, 0.6162)
H (4.7970, 2.4499, 0.6575)
H (5.6120, 2.5796, -1.9257)
H (5.9246, 1.7704, -3.8681)
H (5.0455, 3.3066, -4.0559)
H (5.0713, 2.1253, -5.3639)
H (4.6900, -0.3668, -3.6652)
H (3.8660, -0.0448, -5.2031)
H (2.9208, -0.4335, -3.7632)
H (2.4778, 3.2975, -4.1206)
H (1.6193, 1.7640, -4.2715)
H (2.7298, 2.2670, -5.5462)
H (4.0935, 1.1935, 3.0540)
H (4.4350, -1.3582, 3.9619)
H (3.3263, -3.1782, 4.8310)
H (4.6553, -3.5131, 3.6991)
H (3.4607, -4.7531, 4.0509)
H (0.8320, -3.0014, 3.8155)
H (1.2809, -4.6775, 3.4601)
H (0.6327, -3.6360, 2.1848)
H (4.2263, -3.5988, 1.2384)
H (2.5716, -3.6040, 0.6056)
H (3.1630, -4.9808, 1.5462)
Se (-2.6931, 0.6088, -1.7773)
Se (-2.9071, 2.8747, -2.4791)
Se (-0.7835, 3.5448, -3.0424)
Se (0.2509, 3.6523, -0.9638)
C (-1.8122, -1.5405, 3.2767)
Si (-3.1179, -0.3093, 2.7303)
C (-4.6338, -1.2263, 2.1163)
C (-3.5570, 0.6067, 4.2995)
N (-2.4648, 0.7534, 1.5077)
C (-3.0002, 2.0513, 1.4254)
C (-4.3393, 2.3724, 1.6898)
C (-4.7778, 3.6813, 1.5887)
C (-3.9153, 4.7033, 1.1961)
C (-2.6012, 4.3948, 0.8907)
C (-2.1662, 3.0866, 1.0263)
H (-2.2866, -2.3327, 3.8634)
H (-1.0984, -1.0335, 3.9303)
H (-1.2383, -2.0046, 2.4767)
H (-4.7971, -2.1364, 2.7001)
H (-4.5412, -1.4912, 1.0627)
H (-5.5313, -0.6138, 2.2177)
H (-3.5118, -0.0932, 5.1370)
H (-4.5504, 1.0539, 4.2857)
H (-2.8304, 1.4000, 4.4836)
H (-5.0401, 1.5923, 1.9533)
H (-5.8153, 3.9066, 1.8011)
H (-4.2761, 5.7190, 1.1050)
H (-1.9071, 5.1409, 0.5243)
H (-1.1125, 2.8949, 0.8263)
C (-4.2053, -4.1475, -0.4699)
C (-2.7812, -4.0859, 0.0899)
C (-2.7459, -4.5190, 1.5613)
C (-1.8377, -4.9561, -0.7486)
C (-2.2941, -2.6930, 0.0261)
N (-1.8686, -1.6308, -0.0249)
H (-4.5466, -5.1820, -0.4178)
H (-4.2285, -3.8270, -1.5113)
H (-4.8898, -3.5256, 0.1047)
H (-2.9893, -5.5803, 1.6120)
H (-3.4730, -3.9615, 2.1513)
H (-1.7598, -4.3646, 1.9990)
H (-2.1448, -5.9963, -0.6378)
H (-0.8040, -4.8593, -0.4123)
H (-1.8827, -4.6888, -1.8023)
Te (0.0732, -2.1216, -3.0101)
C (0.0972, -0.9680, -4.7816)
C (-0.8444, 0.0290, -5.0001)
C (-0.7797, 0.7982, -6.1558)
C (0.2137, 0.5701, -7.0955)
C (1.1449, -0.4381, -6.8847)
C (1.0904, -1.2016, -5.7275)
C (-0.9891, -3.6422, -4.0486)
C (-0.3630, -4.8229, -4.4296)
C (-1.0736, -5.8061, -5.1094)
C (-2.4118, -5.6121, -5.4158)
C (-3.0426, -4.4332, -5.0386)
C (-2.3364, -3.4546, -4.3537)
H (-1.6152, 0.2235, -4.2654)
H (-1.5074, 1.5845, -6.3091)
H (0.2641, 1.1762, -7.9908)
H (1.9169, -0.6297, -7.6197)
H (1.8168, -1.9882, -5.5645)
H (0.6825, -4.9776, -4.1945)
H (-0.5771, -6.7215, -5.4053)
H (-2.9611, -6.3740, -5.9528)
H (-4.0866, -4.2753, -5.2784)
H (-2.8331, -2.5383, -4.0541)

These are the Mulliken partial charges, in e, on atoms 1 to 2:
1. Hf -0.48
2. C -1.81